The following is a quantum chemistry calculation of a cluster of 4 separate species, C2H10O2S2 in total in a non-equilibrium geometry, from the Open Molecules 2025 dataset.

As for the HOMO energy: -8.47 eV. The value obtained for the LUMO energy is -4.533 eV. As for the net charge: 0. Its energy relative to the best compared isomer or geometry (same formula, charge and spin) is 546.15 kJ/mol.

Bonds (Å) are listed after each position.
Positions of all 16 atoms, in Å:
1 C 1.295 0.219 -1.900  S2 1.807, H5 1.108, H6 1.082, H7 1.094
2 S 2.342 0.228 -0.426  C1 1.807
3 S -2.070 -0.543 -0.338  C4 1.786
4 C -0.899 -1.668 0.407  S3 1.786, H8 1.093, H9 1.089, H10 1.091
5 H 0.364 -0.315 -1.624  C1 1.108
6 H 1.177 1.250 -2.206  C1 1.082
7 H 1.832 -0.374 -2.645  C1 1.094
8 H 0.161 -1.543 0.174  C4 1.093
9 H -1.008 -1.665 1.490  C4 1.089
10 H -1.276 -2.651 0.119  C4 1.091
11 H -1.692 2.957 0.900  O13 0.957
12 H -1.812 1.342 0.560  O13 0.993
13 O -1.282 2.094 0.934  H11 0.957, H12 0.993
14 H 1.642 -0.138 1.539  O16 0.976
15 H 0.394 0.550 1.106  O16 0.960
16 O 0.831 0.258 1.910  H14 0.976, H15 0.960


The following is a quantum chemistry calculation of a cluster of 12 separate species, C19H41Cl22FN2O3S in total in a non-equilibrium geometry, from the Open Molecules 2025 dataset.

As for the HOMO energy: -8.64 eV. As for the structure (SMILES): CCCON(CCCCCN)S(=O)(=O)F.ClCCl.ClCCl.ClCCl.ClCCl.ClCCl.ClCCl.ClCCl.ClCCl.ClCCl.ClCCl.ClCCl. The value obtained for the LUMO energy is 0.077 eV. As for the net charge: 0.

Bonds (Å) are listed after each position.
Positions of all 89 atoms, in Å:
1 C -0.367 3.535 -1.579  C2 1.567, H16 1.103, H17 1.110, H18 1.109
2 C -1.514 2.588 -2.070  C1 1.567, C3 1.552, H19 1.110, H20 1.108
3 C -1.306 1.081 -1.763  C2 1.552, O4 1.441, H21 1.112, H22 1.112
4 O -1.058 0.844 -0.363  C3 1.441, N5 1.357
5 N -0.996 -0.488 -0.112  O4 1.357, C6 1.478, S12 1.731
6 C -0.054 -0.827 0.975  N5 1.478, C7 1.572, H23 1.114, H24 1.100
7 C 0.740 -2.131 0.602  C6 1.572, C8 1.570, H25 1.109, H26 1.106
8 C 1.940 -1.818 -0.361  C7 1.570, C9 1.576, H27 1.111, H28 1.112
9 C 1.836 -2.545 -1.755  C8 1.576, C10 1.583, H29 1.098, H30 1.110
10 C 1.285 -1.576 -2.879  C9 1.583, N11 1.488, H31 1.110, H32 1.111
11 N -0.018 -1.993 -3.462  C10 1.488, H33 1.013, H34 1.023
12 S -2.566 -1.192 0.083  N5 1.731, O13 1.487, O14 1.485, F15 1.636
13 O -3.619 -0.144 0.154  S12 1.487
14 O -2.801 -2.000 -1.141  S12 1.485
15 F -2.638 -2.231 1.344  S12 1.636
16 H 0.576 3.023 -1.321  C1 1.103
17 H -0.147 4.251 -2.398  C1 1.110
18 H -0.740 4.146 -0.733  C1 1.109
19 H -1.601 2.663 -3.174  C2 1.110
20 H -2.503 2.877 -1.665  C2 1.108
21 H -2.215 0.544 -2.111  C3 1.112
22 H -0.460 0.721 -2.387  C3 1.112
23 H -0.539 -1.027 1.958  C6 1.114
24 H 0.690 -0.032 1.132  C6 1.100
25 H 1.148 -2.587 1.527  C7 1.109
26 H 0.064 -2.837 0.085  C7 1.106
27 H 2.041 -0.722 -0.508  C8 1.111
28 H 2.903 -2.150 0.085  C8 1.112
29 H 1.223 -3.453 -1.690  C9 1.098
30 H 2.844 -2.858 -2.099  C9 1.110
31 H 1.245 -0.567 -2.417  C10 1.110
32 H 2.007 -1.516 -3.721  C10 1.111
33 H -0.650 -1.203 -3.526  N11 1.013
34 H -0.505 -2.719 -2.931  N11 1.023
35 Cl -1.369 -4.421 -1.720  C36 1.768
36 C -0.789 -6.009 -2.239  Cl35 1.768, Cl37 1.767, H38 1.086, H39 1.085
37 Cl -0.624 -6.096 -3.996  C36 1.767
38 H 0.180 -6.194 -1.786  C36 1.086
39 H -1.500 -6.763 -1.916  C36 1.085
40 Cl -8.013 -1.219 -0.528  C41 1.769
41 C -6.966 0.077 0.067  Cl40 1.769, Cl42 1.768, H43 1.085, H44 1.086
42 Cl -7.401 1.635 -0.648  C41 1.768
43 H -7.069 0.145 1.145  C41 1.085
44 H -5.937 -0.155 -0.193  C41 1.086
45 Cl 2.331 -4.433 -7.883  C46 1.769
46 C 0.756 -3.904 -7.276  Cl45 1.769, Cl47 1.765, H48 1.086, H49 1.085
47 Cl 0.857 -2.319 -6.505  C46 1.765
48 H 0.061 -3.845 -8.108  C46 1.086
49 H 0.401 -4.624 -6.545  C46 1.085
50 Cl 1.781 1.974 0.556  C51 1.770
51 C 2.808 3.261 1.205  Cl50 1.770, Cl52 1.767, H53 1.087, H54 1.086
52 Cl 2.366 4.835 0.537  C51 1.767
53 H 2.690 3.292 2.285  C51 1.087
54 H 3.841 3.044 0.950  C51 1.086
55 Cl -1.060 -1.371 -9.824  C56 1.768
56 C 0.009 -0.143 -9.134  Cl55 1.768, Cl57 1.768, H58 1.084, H59 1.085
57 Cl -0.298 1.450 -9.839  C56 1.768
58 H -0.162 -0.093 -8.065  C56 1.084
59 H 1.038 -0.423 -9.333  C56 1.085
60 Cl 1.869 0.859 4.681  C61 1.767
61 C 0.211 0.449 5.132  Cl60 1.767, Cl62 1.770, H63 1.086, H64 1.086
62 Cl -0.465 -0.774 4.045  C61 1.770
63 H 0.207 0.061 6.146  C61 1.086
64 H -0.401 1.344 5.074  C61 1.086
65 Cl -0.314 5.342 2.758  C66 1.766
66 C 0.336 6.378 4.032  Cl65 1.766, Cl67 1.770, H68 1.085, H69 1.085
67 Cl 2.037 6.014 4.356  C66 1.770
68 H 0.253 7.414 3.719  C66 1.085
69 H -0.236 6.218 4.941  C66 1.085
70 Cl 7.356 1.889 2.209  C71 1.767
71 C 6.820 1.474 0.577  Cl70 1.767, Cl72 1.769, H73 1.085, H74 1.085
72 Cl 5.095 1.082 0.545  C71 1.769
73 H 6.999 2.320 -0.078  C71 1.085
74 H 7.381 0.612 0.232  C71 1.085
75 Cl -9.627 -6.057 -0.419  C76 1.768
76 C -8.192 -5.108 -0.825  Cl75 1.768, Cl77 1.768, H78 1.085, H79 1.085
77 Cl -6.719 -6.077 -0.693  C76 1.768
78 H -8.285 -4.749 -1.845  C76 1.085
79 H -8.121 -4.267 -0.142  C76 1.085
80 Cl 1.307 3.792 6.971  C81 1.767
81 C 1.986 5.280 7.638  Cl80 1.767, Cl82 1.768, H83 1.085, H84 1.086
82 Cl 3.363 4.952 8.697  C81 1.768
83 H 2.317 5.910 6.818  C81 1.085
84 H 1.218 5.790 8.210  C81 1.086
85 Cl 5.159 2.318 9.132  C86 1.769
86 C 4.279 0.794 8.950  Cl85 1.769, Cl87 1.768, H88 1.085, H89 1.085
87 Cl 3.476 0.680 7.379  C86 1.768
88 H 4.983 -0.027 9.040  C86 1.085
89 H 3.531 0.727 9.734  C86 1.085